Entry 1:
An isolated molecule of C3H6S2 in a non-equilibrium geometry, computed with ωB97M-V/def2-TZVPD.

```
11
Properties=species:S:1:pos:R:3:lowdin_charge:R:1
H 1.5770 -0.4497 1.4375 0.06
H -1.3625 1.1177 0.2989 0.01
C 1.9388 -0.2461 0.3801 -0.83
S -0.6239 -1.2641 -0.0674 0.74
H 0.3758 1.0538 -0.3983 0.06
S 3.4385 -0.4723 -0.0418 0.71
C -1.9191 0.2023 0.1229 -0.32
H -2.5883 0.3609 -0.6848 0.01
C 0.7329 0.0188 -0.4704 -0.55
H -2.5256 -0.0191 0.9918 0.02
H 0.9564 -0.3022 -1.5684 0.09
```

Computed properties:
- maximum force (eV Å⁻¹) = 3.59
- net charge = 0
- HOMO level (eV) = -8.84
- energy relative to the best compared isomer or geometry (same formula, charge and spin) (kJ/mol) = 162.1
- M (g/mol) = 106.22
- electronic energy (eV) = -24877.0286
- SMILES = CSCC=S

Entry 2:
A structure of composition C20H24MnN4O3S2 in a non-equilibrium geometry, computed with ωB97M-V/def2-TZVPD.

```
54
Properties=species:S:1:pos:R:3:lowdin_charge:R:1
O -1.3528 0.8499 -1.8240 -0.18
N -2.0513 -1.1692 -0.3153 -0.05
C -2.9097 -0.8942 -1.4542 -0.16
C 0.1672 2.8023 2.8943 -0.06
H -2.8473 -1.6798 -2.2201 0.13
H -1.7247 3.3864 0.9721 0.07
H 2.4709 -0.1193 3.7977 0.09
C 3.9513 0.6265 -1.8836 -0.05
C 1.1002 1.4047 -2.9815 -0.07
C 2.4574 -1.2920 -1.9748 -0.66
C -1.6591 2.3087 0.7630 -0.07
O -3.5877 -2.7569 0.2915 -0.08
O -3.3175 0.9632 -2.8865 -0.02
H 2.3378 2.8782 -1.2649 0.11
H 1.8634 2.0797 -3.4011 0.09
H -0.5450 -0.9125 2.4154 -0.04
Mn -0.2457 -0.2632 -0.5974 0.31
C -2.5298 0.4018 -2.1211 -0.64
C 1.6151 1.7320 4.4604 -0.13
C 1.2271 0.6971 2.2668 -0.62
H -0.4910 3.6225 2.6329 0.09
C 5.0671 -0.1734 -2.0996 -0.13
H 0.5801 3.5922 4.8499 0.08
H 4.0797 1.6952 -1.7585 0.10
H 3.4540 -3.1491 -2.3142 0.08
C 4.8769 -1.5418 -2.2643 -0.13
H 1.0029 0.5280 -3.6210 0.09
C 3.5997 -2.0798 -2.2053 -0.14
S 1.5252 -0.6143 1.1458 0.66
H -2.5365 -3.0499 2.3353 0.09
H 6.0590 0.2620 -2.1334 0.08
C 1.7661 2.0882 -0.7540 -0.20
H -0.9428 -2.9974 1.5993 0.11
H 2.0954 1.6877 5.4322 0.08
H 0.7045 3.6642 0.2166 0.12
C 0.7714 2.7935 4.1423 -0.13
N 1.5219 0.9464 -1.6439 -0.21
S 0.8613 -2.0028 -1.8880 0.57
H -2.1516 2.1052 -0.1802 0.07
C 1.8309 0.7174 3.5424 -0.13
H -2.1128 -0.5574 2.6324 0.05
C -2.5423 -2.0947 0.5038 -0.56
N -1.4349 -1.3086 2.7028 0.00
H 0.1289 1.8812 -2.9422 0.07
H 5.7268 -2.1968 -2.4254 0.08
C 0.4730 2.7037 -0.2679 -0.17
N -0.2651 1.8447 0.6729 -0.18
H 2.3515 1.7386 0.0955 0.10
H -2.1605 1.7663 1.5639 0.09
C 0.3796 1.7793 1.9682 -0.28
C 2.6726 0.0842 -1.8075 -0.33
H -3.9621 -0.8491 -1.1755 0.11
C -1.8320 -2.3994 1.8187 -0.23
H -0.2004 2.9055 -1.1010 0.11
```

Computed properties:
- maximum force (eV Å⁻¹) = 1.23
- net charge = -2
- HOMO level (alpha / beta) (eV) = -1.11 / -0.83
- M (g/mol) = 487.51
- electronic energy (eV) = -86226.1073
- spin multiplicity = 2

Entry 3:
A structure of composition C5H10OP2 in a non-equilibrium geometry, computed with ωB97M-V/def2-TZVPD.

```
18
Properties=species:S:1:pos:R:3:lowdin_charge:R:1
H -0.9706 1.5927 1.8027 0.11
P -1.3220 -0.3814 0.1695 0.53
C 1.5416 0.3985 0.2854 -0.25
C -0.8174 1.3162 0.7196 -0.36
H -1.6132 1.8312 0.1093 0.06
H 2.2354 -2.4726 0.5632 0.06
H 1.0251 2.4865 0.1711 0.12
O -2.2734 -1.2565 0.9419 -0.46
H 0.1873 1.5803 -1.1131 0.10
C 1.1752 -2.1671 0.5264 -0.03
C 0.9546 -0.9057 0.2933 -0.26
H -0.6180 -0.6775 -2.1986 -0.13
H 2.2199 0.4027 -0.5074 0.10
P -1.8353 -0.0511 -1.8810 0.66
H 0.5099 -2.9970 0.7924 0.07
H 1.9108 0.7927 1.2896 0.15
H -2.8213 -1.0054 -1.9771 -0.15
C 0.5113 1.5135 0.0128 -0.31
```

Computed properties:
- maximum force (eV Å⁻¹) = 5.82
- net charge = 0
- HOMO level (eV) = -8.33
- energy relative to the best compared isomer or geometry (same formula, charge and spin) (kJ/mol) = 235.9
- M (g/mol) = 148.08
- electronic energy (eV) = -25969.5127

Entry 4:
An isolated molecule of C3H4N2OS in a non-equilibrium geometry, computed with ωB97M-V/def2-TZVPD.

```
11
Properties=species:S:1:pos:R:3:lowdin_charge:R:1
H -0.7967 0.1428 1.4364 0.06
S 0.1654 -2.3952 -0.7272 0.69
C 0.3883 1.2022 -0.6985 -0.12
C -0.4587 0.0707 -0.9917 -0.12
H -0.5636 -1.4485 1.8277 0.08
C -0.4517 -0.9937 -0.1108 -0.93
H -0.8069 0.0610 -2.0149 0.11
O 1.5583 0.8946 1.2598 0.04
N -0.7741 -0.7713 1.1813 0.15
N 1.4222 1.1621 0.0937 -0.04
H 0.3176 2.0752 -1.2560 0.09
```

Computed properties:
- maximum force (eV Å⁻¹) = 4.52
- net charge = 0
- HOMO level (alpha / beta) (eV) = -8.17 / -8.57
- energy relative to the best compared isomer or geometry (same formula, charge and spin) (kJ/mol) = 131.0
- M (g/mol) = 116.14
- electronic energy (eV) = -19034.0040
- spin multiplicity = 3